(1)
Below is a cluster of 6 separate species, C23H42Br4F3N6O12S in total at a distorted geometry, with properties calculated with wB97M-V/def2-TZVPD.

The calculation puts the lowest unoccupied orbital energy at -3.459 eV. The value obtained for the highest occupied orbital energy is -12.100 eV. Its total charge is +1. The multiplicity is 1.

Each line ends with the Mulliken charge.
Positions of all 91 atoms, in Å:
C (3.12525, 3.52384, 1.00912)  0.193
C (2.63947, 2.46361, 0.74182)  -0.791
C (2.08965, 1.17661, 0.30728)  -1.096
C (0.70506, 0.80190, 0.90552)  -0.177
C (-0.27613, 0.44136, -0.22541)  -1.585
C (-1.30464, 1.53968, -0.59222)  -0.334
C (-0.71760, 2.96478, -0.70210)  0.841
C (-1.63439, 4.07198, -0.13903)  -0.880
Br (-3.44477, 4.00304, -0.89252)  -0.015
C (-1.74549, 4.22728, 1.37754)  0.032
C (-2.49060, 3.13616, 2.14652)  -1.217
Br (0.00708, 4.49229, 2.15501)  -0.080
C (-0.43587, 3.33095, -2.18866)  0.252
C (0.73029, 4.36242, -2.25150)  -1.543
C (0.28993, 5.65931, -2.94022)  -0.970
C (1.32977, 6.75703, -2.72192)  0.369
F (2.57954, 6.23533, -2.58551)  -0.359
Br (0.92298, 7.69241, -1.05380)  -0.033
C (1.36013, 7.77875, -3.87556)  0.522
F (2.21225, 8.77005, -3.63635)  -0.194
F (1.71942, 7.14289, -5.00243)  -0.208
Br (-0.41143, 8.56096, -4.16990)  -0.077
C (0.01596, 2.13712, -3.00627)  -1.803
N (-1.02508, 1.01689, -3.02857)  0.135
C (-1.99246, 1.15610, -1.89933)  -1.286
S (-2.91191, -0.40747, -1.75150)  1.494
C (-4.35823, -0.25800, -2.75946)  -1.134
O (-2.05069, -1.46654, -2.23722)  -0.583
O (-3.34619, -0.55161, -0.39038)  -0.691
H (3.31483, 4.56261, 1.15328)  0.470
H (2.06899, 1.21438, -0.78359)  0.354
H (2.82607, 0.42195, 0.58812)  0.472
H (0.86650, -0.10614, 1.47834)  0.326
H (0.31701, 1.54273, 1.59940)  0.189
H (-0.83288, -0.44413, 0.07836)  0.764
H (0.31339, 0.11625, -1.08672)  0.418
H (-2.10103, 1.47884, 0.14699)  0.729
H (0.25022, 3.05686, -0.21288)  -0.005
H (-1.23670, 5.02118, -0.49792)  0.267
H (-2.27729, 5.15975, 1.54742)  0.603
H (-3.31994, 2.71253, 1.58340)  0.342
H (-2.91913, 3.58288, 3.04187)  0.402
H (-1.83455, 2.33907, 2.49234)  0.220
H (-1.29357, 3.81994, -2.65221)  0.805
H (1.59115, 3.92782, -2.76020)  0.809
H (1.07312, 4.61148, -1.24593)  0.256
H (0.14847, 5.49227, -4.00853)  0.282
H (-0.63955, 5.97404, -2.47646)  0.676
H (0.95529, 1.72162, -2.65375)  0.308
H (0.15707, 2.44969, -4.03959)  0.496
H (-1.53053, 1.09486, -3.90899)  0.529
H (-0.55871, 0.10517, -3.01472)  0.461
H (-2.73183, 1.89698, -2.19889)  0.834
H (-4.07945, 0.14240, -3.73432)  0.365
H (-4.79396, -1.24890, -2.83583)  0.447
H (-5.02270, 0.44608, -2.26417)  0.400
C (0.28666, -1.54538, 4.99677)  -0.744
N (1.08822, -0.60191, 4.16921)  0.979
O (0.84114, 0.58309, 4.26244)  -0.560
O (1.93942, -1.08177, 3.44791)  -0.553
H (-0.42435, -0.96559, 5.57315)  0.325
H (-0.21366, -2.22922, 4.32266)  0.293
H (0.97352, -2.07973, 5.64175)  0.288
C (1.06608, -5.71512, 3.58806)  -0.604
N (0.87329, -5.38138, 5.02538)  0.938
O (0.22813, -4.38932, 5.31430)  -0.587
O (1.38160, -6.12521, 5.83559)  -0.544
H (0.56153, -4.96839, 2.99156)  0.184
H (2.13598, -5.71077, 3.40658)  0.311
H (0.64477, -6.69719, 3.42180)  0.310
C (-1.60325, -3.76719, -4.44934)  -0.603
N (-1.09484, -4.46823, -5.66052)  0.911
O (-0.09633, -5.14319, -5.53990)  -0.522
O (-1.72338, -4.30518, -6.68307)  -0.533
H (-0.94762, -3.99476, -3.61764)  0.259
H (-1.60510, -2.70442, -4.66405)  0.187
H (-2.61258, -4.12301, -4.26579)  0.287
C (4.79040, -6.33796, 6.24630)  -0.705
N (4.90583, -5.40933, 5.08777)  0.862
O (4.28299, -5.68370, 4.07954)  -0.539
O (5.61162, -4.43766, 5.22613)  -0.522
H (4.12636, -7.14735, 5.96974)  0.293
H (5.78962, -6.69837, 6.47070)  0.294
H (4.38984, -5.76737, 7.07813)  0.289
C (-0.98969, -6.42159, -0.76591)  -0.717
N (-0.58044, -6.40287, 0.66562)  0.895
O (0.59873, -6.53786, 0.91916)  -0.503
O (-1.46121, -6.25488, 1.48514)  -0.505
H (-0.10302, -6.56227, -1.37309)  0.333
H (-1.68918, -7.24234, -0.89126)  0.317
H (-1.47112, -5.47008, -0.97310)  0.185

=====

(2)
Below is a structure of composition C4H9NO2 at a distorted geometry, with properties calculated with wB97M-V/def2-TZVPD.

For the relative energy (zero: lowest compared OMol25 entry of this formula, charge and spin), the calculation gives 62.0 kcal/mol. As for the expectation value of S²: 0.758. The calculation puts the lowest unoccupied orbital energy (alpha / beta) at 4.133 / 4.097 eV. The value obtained for the highest occupied orbital energy (alpha / beta) is -1.051 / -4.338 eV. Its total charge is -1. The multiplicity is 2.

Each line ends with the Mulliken charge.
Positions of all 16 atoms, in Å:
C (-2.51198, -0.68508, 0.52638)  -0.856
N (-2.20474, 0.72432, 0.33208)  -0.657
C (3.64744, -0.39015, 0.35951)  -0.951
C (-0.99565, 1.05267, -0.01843)  0.007
C (0.14916, 0.15541, -0.41559)  0.200
O (0.48405, -0.81400, 0.63930)  -0.557
O (0.67522, 0.33709, -1.55344)  -0.694
H (-3.55737, -0.75263, 0.85533)  0.296
H (-1.92126, -1.13440, 1.33011)  0.259
H (-2.39917, -1.30053, -0.37060)  0.331
H (4.36981, 0.27140, -0.11365)  0.281
H (2.86217, -0.69323, -0.32915)  0.210
H (4.11273, -1.27568, 0.79364)  0.261
H (3.12628, 0.14282, 1.15560)  0.196
H (-0.91611, 2.10925, -0.26982)  0.402
H (-0.19201, -1.06783, -0.24811)  0.272

=====

(3)
Below is a cluster of 9 separate species, C23H55Cl6F6N3O9P in total at a distorted geometry, with properties calculated with wB97M-V/def2-TZVPD.

For the relative energy (zero: lowest compared OMol25 entry of this formula, charge and spin), the calculation gives 0.0 kcal/mol. The calculation puts the lowest unoccupied orbital energy at 2.306 eV. The value obtained for the highest occupied orbital energy is -5.800 eV. Its total charge is -1. The multiplicity is 1.

Each line ends with the Mulliken charge.
Positions of all 103 atoms, in Å:
P (0.95179, -1.44144, 0.71120)  1.305
F (1.55092, -2.20014, -0.57266)  -0.362
F (0.29141, -0.40280, -0.36235)  -0.442
F (-0.39742, -2.41428, 0.60434)  -0.388
F (0.27545, -0.57264, 1.89816)  -0.342
F (1.71453, -2.44532, 1.69121)  -0.356
F (2.29234, -0.52894, 0.76837)  -0.321
C (-1.37955, 5.41347, -0.60391)  -1.566
C (-2.20306, 4.10538, -0.36826)  0.241
C (-2.03084, 3.17385, -1.54677)  -0.467
O (-2.59297, 1.90327, -1.21407)  -0.359
C (-2.45393, 0.89736, -2.21899)  -0.653
N (-1.68234, 3.55677, 0.90052)  -0.307
H (-1.43104, 5.93433, 0.35120)  0.488
H (-1.72267, 6.03205, -1.43492)  0.461
H (-0.35559, 5.10208, -0.81431)  0.089
H (-3.25430, 4.38103, -0.25777)  0.398
H (-0.97895, 3.11310, -1.82914)  -0.087
H (-2.65860, 3.58056, -2.34604)  0.592
H (-1.54888, 0.39968, -1.85079)  0.007
H (-2.23768, 1.38669, -3.16903)  0.399
H (-3.22530, 0.13214, -2.17599)  0.255
H (-1.04143, 4.21716, 1.32311)  0.234
H (-1.06525, 2.79697, 0.63061)  -0.098
C (3.39742, 2.59650, 1.32558)  -1.715
C (1.92808, 2.83430, 1.63873)  0.920
C (1.69926, 4.32189, 1.89233)  -0.915
O (0.48486, 4.70136, 2.50348)  -0.451
C (0.03951, 3.89978, 3.58961)  -0.459
N (1.03514, 2.36349, 0.57835)  0.443
H (3.84760, 3.32457, 0.64731)  0.322
H (3.54360, 1.57198, 0.97974)  0.298
H (4.02772, 2.59333, 2.22054)  0.437
H (1.79659, 2.27526, 2.56711)  0.351
H (1.75917, 4.85853, 0.94102)  0.038
H (2.52179, 4.75220, 2.47828)  0.390
H (0.81424, 3.87491, 4.36415)  0.359
H (-0.19658, 2.87306, 3.31672)  0.024
H (-0.81552, 4.42967, 4.00429)  0.300
H (1.00646, 1.37900, 0.80432)  -0.409
H (1.46935, 2.52511, -0.32214)  0.044
C (-4.18343, -0.88609, 0.47862)  -1.187
C (-4.33976, 0.28611, 1.46924)  0.329
C (-3.11700, 0.23172, 2.40233)  -0.021
O (-3.22628, 1.25122, 3.39153)  -0.371
C (-2.37055, 1.03271, 4.49713)  -0.545
N (-4.41805, 1.59794, 0.81795)  -0.595
H (-4.88660, -0.88724, -0.35791)  0.365
H (-4.36589, -1.85581, 0.94924)  0.436
H (-3.16921, -0.91664, 0.07521)  0.077
H (-5.21726, 0.05601, 2.07939)  0.279
H (-2.21782, 0.51994, 1.84487)  -0.406
H (-2.89190, -0.76915, 2.78072)  0.487
H (-1.37197, 0.79776, 4.09950)  -0.008
H (-2.56389, 0.13277, 5.08748)  0.344
H (-2.17156, 1.93317, 5.07420)  0.327
H (-3.59995, 1.59072, 0.18577)  0.357
H (-5.14806, 1.44380, 0.12306)  0.344
C (1.28251, 0.48071, -3.55210)  -1.050
C (0.76625, 1.85185, -3.89194)  0.754
O (1.79305, 2.82830, -3.60351)  -0.396
C (1.46874, 4.10483, -3.25098)  0.825
O (0.37935, 4.58664, -3.39678)  -0.544
O (2.50393, 4.62046, -2.59907)  -0.292
C (2.42418, 5.96547, -2.19017)  -0.652
H (2.13785, 0.22197, -4.17923)  0.378
H (0.64741, -0.38892, -3.73855)  0.458
H (1.48124, 0.38032, -2.48401)  0.064
H (-0.10878, 2.21593, -3.35599)  -0.507
H (0.42337, 1.82865, -4.92964)  0.326
H (2.53362, 6.66593, -3.01654)  0.304
H (3.24140, 6.20332, -1.50510)  0.273
H (1.59853, 6.19220, -1.51334)  0.247
C (-2.87115, -9.67659, -1.88699)  -1.081
C (-2.87433, -8.17957, -2.15349)  -0.261
O (-1.66177, -7.73342, -1.54383)  -0.285
C (-0.96552, -6.69851, -1.95948)  0.708
O (-1.30219, -5.92348, -2.83621)  -0.598
O (0.22391, -6.65949, -1.35872)  -0.330
C (1.03512, -5.49211, -1.48000)  -0.356
H (-3.71548, -10.10083, -2.43688)  0.374
H (-2.99215, -9.91018, -0.83191)  0.285
H (-1.98502, -10.11953, -2.33859)  0.302
H (-3.69124, -7.67420, -1.63941)  0.293
H (-2.88245, -7.98830, -3.22575)  0.311
H (1.54008, -5.63827, -2.43809)  0.240
H (1.81161, -5.45310, -0.72086)  0.067
H (0.48052, -4.55857, -1.55412)  0.313
C (3.70547, -2.80628, -2.86334)  0.313
Cl (4.39240, -4.43777, -2.83291)  -0.179
Cl (4.85395, -1.61636, -3.52978)  -0.201
H (2.73641, -2.67922, -3.34295)  0.233
H (3.46068, -2.43030, -1.87053)  -0.188
C (3.60578, -5.12022, 2.25597)  -0.156
Cl (4.18794, -4.13573, 0.93582)  -0.107
Cl (4.97832, -5.98756, 2.98852)  -0.207
H (3.19282, -4.46425, 3.01704)  0.187
H (2.86133, -5.82105, 1.89024)  0.246
C (2.99332, -0.67662, 4.33190)  0.190
Cl (2.99773, 0.92460, 5.17156)  -0.203
Cl (4.26701, -1.79362, 4.99072)  -0.204
H (2.05309, -1.16062, 4.57632)  0.257
H (3.07495, -0.60066, 3.25122)  -0.063

=====

(4)
Below is the molecule C2H4O4S at a distorted geometry, with properties calculated with wB97M-V/def2-TZVPD.

For the relative energy (zero: lowest compared OMol25 entry of this formula, charge and spin), the calculation gives 34.7 kcal/mol. The calculation puts the lowest unoccupied orbital energy at 0.378 eV. The value obtained for the highest occupied orbital energy is -10.038 eV. The SMILES is C=COS(=O)(=O)O. The multiplicity is 1.

Each line ends with the Mulliken charge.
Positions of all 11 atoms, in Å:
C (1.11830, 0.92253, 1.88747)  -0.731
C (0.77072, 0.19947, 0.76598)  0.135
O (-0.52691, -0.07474, 0.46830)  -0.218
S (-0.80092, -0.80628, -0.99145)  1.192
O (-2.03762, -1.58934, -1.05446)  -0.609
O (0.31629, -1.57161, -1.52834)  -0.540
O (-1.05682, 0.42305, -1.95497)  -0.424
H (2.16388, 1.15892, 2.07006)  0.255
H (0.37437, 1.30255, 2.56693)  0.267
H (1.56485, -0.14819, 0.12007)  0.318
H (-1.88615, 0.18364, -2.34959)  0.355